{"formula": "C33H29N6OPPd", "method": "the ωB97M-V functional and the def2-TZVPD basis", "elements": ["Pd", "O", "C", "N", "C", "C", "C", "C", "C", "C", "N", "C", "C", "C", "C", "C", "N", "H", "H", "H", "H", "H", "H", "H", "H", "H", "H", "N", "P", "C", "C", "C", "C", "C", "C", "C", "C", "C", "C", "C", "C", "C", "C", "C", "C", "C", "C", "H", "H", "H", "H", "H", "H", "H", "H", "H", "H", "H", "H", "H", "H", "H", "N", "C", "C", "C", "N", "H", "H", "H", "H"], "positions_angstrom": [[-1.57, -0.78, -0.05], [-4.30, -3.48, 1.30], [-3.45, -2.61, 1.12], [-3.04, -2.10, -0.04], [-3.53, -2.55, -1.31], [-2.95, -1.69, -2.40], [-3.40, -1.74, -3.71], [-2.85, -0.90, -4.66], [-1.85, -0.01, -4.28], [-1.44, 0.00, -2.97], [-1.96, -0.84, -2.06], [-2.74, -1.94, 2.28], [-3.09, -2.21, 3.59], [-2.44, -1.52, 4.60], [-1.48, -0.58, 4.28], [-1.17, -0.36, 2.95], [-1.78, -1.04, 1.98], [-4.63, -2.51, -1.36], [-3.26, -3.60, -1.50], [-4.19, -2.44, -3.97], [-3.19, -0.93, -5.69], [-1.41, 0.68, -4.99], [-0.68, 0.66, -2.58], [-3.86, -2.94, 3.77], [-2.70, -1.71, 5.64], [-0.96, -0.02, 5.04], [-0.43, 0.36, 2.62], [-0.05, 0.60, -0.07], [1.48, 0.41, -0.01], [2.18, -0.36, 1.50], [3.22, 0.17, 2.27], [3.69, -0.51, 3.38], [3.13, -1.73, 3.74], [2.10, -2.27, 2.97], [1.64, -1.59, 1.86], [2.31, -0.65, -1.24], [3.70, -0.73, -1.34], [4.29, -1.59, -2.25], [3.50, -2.40, -3.06], [2.12, -2.35, -2.95], [1.53, -1.48, -2.05], [2.29, 2.03, -0.14], [2.93, 2.46, -1.30], [3.39, 3.77, -1.40], [3.22, 4.66, -0.35], [2.56, 4.24, 0.80], [2.10, 2.94, 0.90], [3.67, 1.11, 2.00], [4.49, -0.09, 3.97], [3.49, -2.26, 4.61], [1.67, -3.23, 3.24], [0.84, -2.01, 1.27], [4.32, -0.12, -0.70], [5.37, -1.64, -2.32], [3.97, -3.08, -3.76], [1.50, -2.99, -3.57], [0.45, -1.45, -1.94], [3.07, 1.78, -2.13], [3.89, 4.09, -2.31], [3.58, 5.67, -0.43], [2.41, 4.93, 1.62], [1.57, 2.63, 1.79], [-1.98, 2.51, -0.02], [-2.33, 3.81, -0.04], [-3.71, 3.86, -0.02], [-4.10, 2.51, 0.01], [-3.05, 1.71, 0.01], [-1.06, 2.02, -0.06], [-1.59, 4.59, -0.07], [-4.33, 4.74, -0.02], [-5.10, 2.09, 0.04]], "mulliken_charge": [1.038, -0.782, -0.259, -0.115, -0.699, 0.131, -0.879, -0.356, -0.973, -0.222, 0.264, 0.459, -0.538, -0.384, -0.884, -0.424, 0.303, 0.442, 0.321, 0.496, 0.408, 0.450, 0.549, 0.540, 0.423, 0.481, 0.578, 0.591, 0.589, 0.504, -0.338, -0.652, -0.593, -0.672, -0.666, 0.219, -0.456, -0.784, -0.483, -0.780, -0.167, -0.030, -0.657, -0.697, -0.535, -0.877, -0.246, 0.408, 0.423, 0.398, 0.464, 0.483, 0.470, 0.405, 0.386, 0.446, 0.453, 0.426, 0.432, 0.398, 0.431, 0.410, 0.506, -0.295, -0.913, -0.327, -0.450, 0.124, 0.483, 0.349, 0.449], "multiplicity": 1, "gap_ev": 7.99, "charge": 0, "homo_ev": -7.71, "e_lumo_ev": 0.28}